Density functional theory data (ωB97M-V with the def2-TZVPD basis set) for 2 unconnected molecules or ions with the total composition C8H10N2O2.

Geometry as XYZ:
```
22
Properties=species:S:1:pos:R:3:forces:R:3
C 1.9788 0.3035 0.3780 2.321 -0.741 -1.691
H 1.4074 -0.8819 -1.3057 0.318 -0.323 0.593
C -2.1817 0.8719 -0.5159 -1.703 0.453 -0.700
H 2.3223 -1.8916 -0.0146 -0.259 0.271 0.108
C 2.0761 -0.9112 -0.4248 0.423 -0.448 -0.632
C -0.6903 -0.3906 -1.6655 0.480 -0.536 -0.863
N -1.1318 -1.0306 -0.5500 0.803 0.652 0.138
H -3.0784 1.5196 -0.4924 1.207 0.003 0.287
O 1.7523 0.7911 1.7639 0.342 -1.021 1.887
N -1.3705 0.7549 -1.6424 -0.938 -0.138 0.405
H -3.4319 -0.7538 1.8156 -1.032 -0.227 -0.233
H -0.5699 -1.7820 -0.1828 -0.375 -0.157 0.086
O 0.5257 2.3038 0.4719 -1.745 1.895 0.195
H -2.0076 0.1132 2.2787 -0.099 0.379 -0.002
C -2.0005 -0.2499 0.1947 -0.198 -0.046 0.340
H -1.7879 -1.5672 1.8660 -1.598 1.648 -0.570
H 4.1835 -0.1842 -0.0473 0.941 -0.540 0.987
C -2.4130 -0.5999 1.5670 2.820 -2.230 1.256
H -1.3908 1.4026 -2.3989 0.247 0.255 -0.240
C 1.1388 1.3580 0.7564 1.141 -0.219 -1.654
H 3.4037 0.7663 -1.3660 -0.461 -1.146 1.130
C 3.2654 0.0581 -0.4859 -2.634 2.217 -0.826
```
Forces are in eV/Å.

## Properties
E_HOMO: -0.3152 Ha
ΔE to the lowest compared entry with this formula, charge and spin: 5.179 eV
Total charge: 0
Lowest unoccupied orbital energy: 0.9 eV

Mulliken atomic charge list, values in e, 6 entries: C 0.547; H 0.312; C -0.549; H 0.259; C -0.504; C -0.892


Density functional theory data (ωB97M-V with the def2-TZVPD basis set) for 2 unconnected molecules or ions with the total composition C10H22NOS.

Geometry as XYZ:
```
35
Properties=species:S:1:pos:R:3:forces:R:3
H 0.0000 0.0061 -0.9648 0.008 -0.425 0.320
C 3.1741 -2.7801 0.1042 -1.931 3.272 0.561
H -5.4489 -0.1170 -0.0999 0.709 -1.213 -0.015
O -3.5599 -0.5100 -0.7907 -0.195 0.151 0.071
H 2.0037 -0.4304 -1.1464 1.188 1.198 0.859
H 0.2311 2.9260 -0.1727 0.331 -1.066 -1.135
C -4.6265 -0.8832 -0.3266 -0.366 -0.611 -0.339
H 2.4249 -2.7299 -0.7266 1.304 0.001 0.141
C -2.5994 1.6940 0.2522 -1.889 2.732 -0.590
C -1.4430 0.8957 0.4126 1.462 -1.897 -0.169
H 2.3693 2.1900 0.5503 -0.532 -0.587 -1.390
H 3.0334 0.9084 -1.5182 1.461 0.577 -1.243
C 2.6616 0.4187 -0.6730 -2.149 -2.076 0.337
H 1.2970 0.9697 0.8641 -0.325 -0.527 0.152
C 3.0520 -1.4368 1.0092 1.328 -1.733 -2.111
H -0.9887 1.0145 1.4260 -0.112 0.160 -0.640
H -5.7472 -2.5027 0.4220 1.267 0.662 -1.050
C -0.4912 0.9556 -0.8127 -0.468 0.664 -1.025
H 2.8279 -3.5484 0.6999 -0.791 -1.826 1.385
H 3.7929 0.5403 1.1983 0.176 -0.473 -1.036
H -1.7954 -0.1576 0.4151 -0.075 0.296 0.334
H 3.6403 -1.5903 1.8782 0.335 -0.484 1.086
H -4.2802 -2.8550 -0.2976 3.862 -3.610 -1.135
H -2.5932 2.4958 -0.5363 0.009 -1.021 0.525
C 0.5769 2.0343 -0.8203 0.634 1.106 2.260
S -3.9615 1.7723 1.2279 0.740 -0.291 0.378
H -4.6395 2.7997 0.6797 0.335 -0.025 -0.293
H 2.0297 -1.2882 1.3097 -0.504 0.199 0.063
H 4.1901 -3.0008 -0.0798 0.981 0.024 -0.982
H 4.5610 -0.3131 -0.1846 1.029 -0.673 0.119
C 3.6529 -0.2029 0.3585 -1.944 1.761 -0.001
C 1.7482 1.4120 -0.0231 0.447 1.935 2.067
H 0.8943 2.4564 -1.7883 -0.371 -0.529 0.218
N -4.9040 -2.2020 -0.1260 -5.395 4.389 2.227
H -1.0830 1.0588 -1.7204 -0.563 -0.062 0.051
```
Forces are in eV/Å.

## Properties
E_HOMO: -0.4823 Ha
ΔE to the lowest compared entry with this formula, charge and spin: 0.000 eV
Total charge: +1
Lowest unoccupied orbital energy: -5.5 eV

Mulliken atomic charge list, values in e, 6 entries: H 0.357; C -1.190; H 0.321; O -0.579; H 0.073; H 0.203


Density functional theory data (ωB97M-V with the def2-TZVPD basis set) for a gas-phase ion, C22H27N2S (charge +1).

Geometry as XYZ:
```
52
Properties=species:S:1:pos:R:3:forces:R:3
H -0.5231 3.1545 3.0206 0.160 -0.112 -0.111
H 0.1967 0.9176 3.2605 0.521 0.183 -0.218
C 2.6753 2.0960 -2.1248 0.031 -0.144 -0.773
C 0.2838 2.8723 2.3338 0.084 -0.076 0.570
H 3.6758 2.3600 -2.5107 -0.327 -0.272 0.435
H 3.6548 -0.1523 0.2543 -0.161 0.482 -0.985
H 8.5676 1.4010 -0.4318 -0.248 -0.394 0.173
H 8.6782 3.3652 2.1352 -0.173 -0.127 -0.300
H 6.6790 -0.2189 -0.8189 -0.178 0.545 -0.157
H 3.9837 2.7786 0.6842 0.250 0.236 -0.194
H 3.7813 -3.9523 -5.2872 0.180 0.191 -0.068
H 0.0405 2.0428 -1.8182 0.037 0.206 0.044
C 3.8805 0.5032 -0.6302 0.572 -0.856 1.001
C 6.4699 0.7909 -0.4473 -0.093 0.252 -0.287
N 0.8855 2.6524 0.0125 -0.405 -1.034 -0.407
C 7.5400 1.6518 -0.1723 0.003 -0.115 0.576
C 3.1920 -2.4489 -2.8777 -0.090 -0.320 0.523
C 6.0522 3.2970 0.6945 -0.467 -0.290 0.512
H 5.7539 -1.2389 -4.6509 -0.035 0.112 0.354
C 1.7651 3.3039 -2.1330 0.159 0.254 -0.258
H -0.7124 1.5942 0.9021 -0.084 0.237 0.021
H 2.4567 -3.2436 -2.9251 0.104 -0.149 0.243
H 5.5257 -3.8577 -4.9132 -0.099 0.240 -0.108
C 4.5207 -3.7775 -4.4983 -0.102 -0.260 -0.187
C -0.2582 2.5961 0.9461 0.464 0.263 0.104
H 4.4047 -4.6361 -3.8226 0.050 0.337 0.017
H -0.2146 3.7439 -1.3655 0.096 -0.044 -0.040
C 4.9859 2.4653 0.4053 -0.151 0.180 -0.330
S 1.8209 0.6584 1.5283 0.215 -0.245 0.697
H 2.2542 4.1718 -1.6761 -0.139 -0.147 0.042
C 4.8713 -0.2740 -2.9109 -0.032 -0.086 -0.151
C 3.1032 -1.4951 -1.8768 0.029 0.159 -0.113
C 5.1513 1.2367 -0.2254 0.529 0.431 -0.038
H 1.5187 3.5878 -3.1650 0.137 -0.212 0.226
H 5.8270 4.2641 1.1323 0.253 -0.073 0.157
H 9.3846 3.5353 0.5320 0.060 0.201 0.039
C 3.9793 -0.4050 -1.8361 0.049 -0.678 -0.502
C 4.2681 -2.4897 -3.7593 -0.340 0.423 0.144
H 8.1871 4.7276 1.1492 0.202 -0.179 -0.153
H 2.2466 1.3175 -2.7755 0.313 0.283 -0.062
C 7.3531 2.8651 0.4992 -0.342 0.069 -0.104
H 2.3656 -1.6205 -1.0842 0.006 0.063 -0.181
C 0.9580 1.6061 2.8488 -0.082 -0.138 0.381
H -1.0018 3.3370 0.6499 0.243 -0.042 -0.136
C 5.0192 -1.3157 -3.8471 0.242 -0.011 0.128
C 0.5168 2.9353 -1.3824 -0.224 0.432 0.067
H 5.4800 0.6273 -3.0312 -0.097 -0.382 0.173
N 2.7762 1.4697 -0.8006 -1.629 0.401 1.346
H 1.7265 1.8095 3.6125 -0.428 -0.100 -0.292
H 1.0194 3.6897 2.3440 -0.371 -0.105 -0.317
C 1.8379 1.6992 0.1595 0.930 0.205 -1.371
C 8.4634 3.6677 1.0994 0.377 0.207 -0.130
```
Forces are in eV/Å.

## Properties
E_HOMO: -0.4161 Ha
ΔE to the lowest compared entry with this formula, charge and spin: 0.080 eV
Total charge: +1
Lowest unoccupied orbital energy: -2.8 eV

Mulliken atomic charge list, values in e, 6 entries: H 0.378; H 0.393; C -0.577; C -0.645; H 0.257; H 1.035


Density functional theory data (ωB97M-V with the def2-TZVPD basis set) for 2 unconnected molecules or ions with the total composition C2H8NO.

Geometry as XYZ:
```
12
Properties=species:S:1:pos:R:3:forces:R:3
C -1.5031 0.9765 -0.4209 -0.746 -0.097 0.684
H 2.3439 -0.0951 0.0266 -0.127 0.753 -0.432
H -0.1204 1.2784 1.1845 -0.474 0.207 -0.011
N 1.8805 -0.5317 -0.7777 0.216 0.058 0.596
H -1.5560 2.0057 -0.7525 -0.260 0.018 0.372
H -2.2205 0.2653 -0.8023 0.310 -0.211 -0.758
O -0.3027 -0.7256 0.7971 -1.693 0.691 0.529
H 2.0649 -0.0887 -1.6783 0.490 0.015 0.180
C -0.7820 0.6140 0.6256 2.508 0.190 -0.813
H 2.2809 -1.4713 -0.7062 -0.674 -0.265 -0.638
H -0.9063 -1.1179 1.4386 0.250 -0.640 0.106
H 0.8606 -0.4731 -0.5969 0.201 -0.719 0.186
```
Forces are in eV/Å.

## Properties
E_HOMO: -0.5259 Ha
ΔE to the lowest compared entry with this formula, charge and spin: 1.544 eV
Total charge: +1
Lowest unoccupied orbital energy: -3.9 eV

Mulliken atomic charge list, values in e, 6 entries: C -0.468; H 0.389; H 0.386; N -0.419; H 0.284; H 0.273


Density functional theory data (ωB97M-V with the def2-TZVPD basis set) for 2 unconnected molecules or ions with the total composition C5H16N2O.

Geometry as XYZ:
```
24
Properties=species:S:1:pos:R:3:forces:R:3
H -0.9591 -0.3849 -1.3613 0.231 0.317 0.572
C 0.1523 -1.0732 0.4671 2.705 2.147 0.210
O -3.4279 0.7355 -4.1754 -0.540 -0.168 0.187
H -3.7689 -0.1733 -4.2846 0.070 0.822 0.187
H -1.1320 1.7796 -0.2603 -0.209 0.169 0.187
H -0.6424 -1.7120 0.7497 -1.096 -0.729 -0.248
C -0.1134 1.4522 -0.4067 2.001 -0.919 0.063
H 0.3112 1.9545 -1.2919 -0.496 -0.010 0.214
H 1.6462 1.4744 0.9166 -1.429 0.300 -0.963
N 0.7188 1.9381 0.7479 0.116 -0.738 0.386
H 1.2180 -2.6076 -0.6916 0.043 -0.023 1.382
N 1.7506 -2.4612 1.5379 2.291 -1.317 -0.467
C 1.4320 -1.9185 0.1970 -1.198 -0.723 -0.051
H -4.1331 1.2673 -3.7558 0.477 -0.658 -0.365
H -0.7411 2.7525 1.9618 -0.041 -0.882 0.498
H 0.7322 -0.2835 -1.4544 0.671 0.108 -0.223
H -0.2883 0.9730 2.3501 -0.665 -0.082 0.590
H 0.7780 2.3580 2.7241 0.376 0.105 0.997
H 0.4239 -0.5641 1.4853 -0.569 -0.410 -2.163
H 2.7665 -2.8423 1.6348 -2.758 0.533 -0.341
H 1.0376 -3.1470 1.8386 0.973 0.374 -0.286
H 2.2750 -1.3806 -0.2441 -0.060 0.608 0.749
C 0.0310 1.9632 2.0767 0.297 1.079 -2.517
C -0.0670 -0.0998 -0.7615 -1.191 0.095 1.402
```
Forces are in eV/Å.

## Properties
E_HOMO: -0.3058 Ha
ΔE to the lowest compared entry with this formula, charge and spin: 2.026 eV
Total charge: 0
SMILES string: CNCCCCN.O
Lowest unoccupied orbital energy: 0.9 eV

Mulliken atomic charge list, values in e, 6 entries: H 0.359; C -0.528; O -0.646; H 0.321; H 0.326; H 0.408


Which value of ΔE to the lowest compared entry with this formula, charge and spin does entry 2 give? 0.000 eV


Which of these has the lowest ΔE to the lowest compared entry with this formula, charge and spin? C10H22NOS


Look up the total charge of the fifth one. 0


Which of these has the lowest ΔE to the lowest compared entry with this formula, charge and spin? C10H22NOS